52
Properties=species:S:1:pos:R:3 method="wB97M-V/def2-TZVPD" total_energy_ev=-34795.320 total_charge=0 de_lowest_ev=24.290
C -3.83801 0.14258 0.40056
H 5.25594 -3.11999 -0.50338
H -4.17237 0.26984 -1.97670
H 6.89297 0.60812 -1.20543
O 6.95045 -2.41929 0.52848
H -8.07647 -0.51864 2.53016
H -7.27814 -0.46689 -3.79313
O -6.70936 -0.64118 -1.74982
C 3.26393 2.72989 -0.08165
H -9.19071 -1.67799 1.63999
C -1.48242 1.22818 1.12600
C 4.13542 1.37320 0.28767
H 5.25893 1.91483 0.51533
C -2.46390 0.71461 0.15641
H 8.39556 -1.34654 -0.03746
H 6.75112 0.24154 0.36035
C 7.31629 -1.68503 -0.51094
N -1.82151 0.67329 -1.11525
H -6.02671 0.80939 -3.14711
H 5.26557 -3.46026 1.05437
H -1.61029 1.24090 1.97822
H 3.22356 -0.00916 -1.06534
N 1.76437 2.30532 -0.13023
C -0.24408 1.62967 0.21624
H -3.59061 0.23441 2.26903
C 4.29639 0.70425 -0.88834
C 4.73334 -1.52089 0.51104
H 4.53806 1.01268 -1.71811
N 5.05179 -0.62336 -0.50651
H 3.63077 1.12525 1.10879
H 3.61306 3.11588 -0.92457
C -4.59683 0.09254 -1.00036
H -7.62496 -2.15015 2.34086
O -7.48671 -1.00586 0.60266
H 1.55434 2.15024 -1.47634
H 3.27651 3.26458 0.80253
O -0.63521 1.25482 -0.94770
C -5.92300 -0.35473 -0.82077
C -8.14915 -1.39262 1.97220
H -5.45106 -1.14408 -3.45032
C 6.49939 -0.32391 -0.43242
C -6.38031 -0.13131 -3.03594
H 7.19680 -1.97153 -1.46520
H 4.68141 -0.96173 1.67966
H 3.72815 -1.81061 0.44833
O 1.20947 2.39311 1.93683
H -6.02436 -0.59366 2.71366
C 0.84756 2.14354 0.87018
C -4.29466 -0.08325 1.55425
C -6.30895 -0.68505 0.54726
C -5.51136 -0.63353 1.51460
C 5.56000 -2.64141 0.31738



82
Properties=species:S:1:pos:R:3 method="wB97M-V/def2-TZVPD" total_energy_ev=-201965.116 total_charge=0 de_lowest_ev=0.800
H 1.91684 -0.03343 -1.64443
H 3.54137 -1.95168 -0.90426
C 2.09348 3.08946 4.22196
H 4.75047 -0.25669 5.13024
C -4.37730 -2.16475 1.36780
O 4.56795 -0.37117 -1.47593
H 5.22973 0.96740 3.34604
H 4.19287 -0.04803 1.02991
F 0.05610 5.92347 2.39847
O -5.31361 0.40845 -4.88185
N -4.81821 -0.39093 -2.11611
H -4.97727 -1.39709 -2.04112
H 1.12265 2.58695 4.15377
O 0.74090 1.55053 0.97140
H -1.77652 -0.50717 -3.32102
F 1.41610 -2.60676 0.88941
O -2.92879 4.38763 2.44497
F -4.18720 -2.60022 0.10422
F 0.77150 4.17434 1.45588
N 2.51779 -0.02611 -3.54713
C -4.37240 -0.55121 -4.48834
C 2.30660 -0.83683 -2.26296
H 3.20286 0.71143 -3.34758
S -1.61187 3.81820 2.67368
S -3.89861 -0.35065 1.46541
H 2.21109 3.73001 3.34996
H 5.93421 -0.37449 -3.13867
O -0.35342 -0.14899 -0.50820
V -0.66384 0.87532 0.61976
H -7.39228 0.13915 -4.17830
O -1.43694 2.43992 2.17896
O -0.73477 -2.43787 4.01079
C 0.59507 -3.12414 1.81695
H -2.21093 -1.05361 -1.81770
H 4.27499 -1.36154 4.07129
O -0.22125 -0.63639 2.37178
O -2.47625 -0.29145 1.05381
H 1.60723 -2.64636 -3.26511
O 3.22139 2.20251 4.19101
H 6.47738 0.32385 -1.64417
O -4.80479 0.29794 0.51217
C 4.49078 -0.55885 1.94667
S 0.22542 -1.80294 3.12361
F -3.64634 -2.86651 2.21902
H -3.48306 0.89911 -3.16069
Br -2.01572 2.49317 -1.23750
C -0.35115 4.87452 1.67295
F -5.64459 -2.32588 1.72385
C -2.56324 -1.10055 -2.83862
H 5.49571 -0.95294 1.80303
H 6.24265 -1.44617 -1.68365
H 1.73165 0.58444 -3.80691
H 3.04802 -0.39500 4.67107
F -0.85600 5.28031 0.52672
O 1.52542 -1.55935 3.78719
H -5.70811 0.03780 -2.36869
H 2.33384 0.70632 3.09935
C 3.19197 1.38839 3.03836
O -4.09872 -0.00350 2.85396
H 2.68302 -0.60197 -4.37172
C 5.87987 -0.48718 -2.05446
O -1.25018 3.89022 4.09277
F 1.05721 -4.22537 2.37063
C 4.32936 0.39135 3.12591
H 2.00761 3.62973 5.16118
C -6.66469 0.01199 -4.99246
H -6.80898 -1.02808 -5.30052
H 4.09991 -2.14885 -2.49598
C 3.65512 -1.39294 -1.84030
H -7.01961 0.69787 -5.76561
H 3.28228 2.07579 2.19741
H -4.67442 -1.60022 -4.58067
C -3.71082 -0.16299 -3.13784
H 0.34571 -1.48219 -2.94359
N 4.04600 -0.43148 4.42199
F -0.54834 -3.41620 1.18201
H 3.78013 -1.39023 1.98701
H -4.55564 -0.10268 -1.14535
H -3.54022 -0.51189 -5.20316
C 1.27178 -1.90029 -2.54023
H 0.89068 -2.38579 -1.64222
H -2.66665 -2.14001 -3.14125



58
Properties=species:S:1:pos:R:3 method="wB97M-V/def2-TZVPD" total_energy_ev=-75922.902 s2=2.02 spin_multiplicity=3 total_charge=-1 de_lowest_ev=0.151
N -2.87358 3.59709 -2.19374
H 2.51303 -0.13577 -2.13843
C 2.83345 0.46783 4.14245
H 1.81934 0.76584 3.88785
N -3.55911 2.67986 -2.90985
H 5.11302 2.29097 1.18065
H -1.67857 -3.53791 0.25785
F -3.72786 -1.85403 3.13700
H -1.60199 -4.31102 -1.32297
H 6.63945 0.01712 2.57736
C 0.08979 -1.70230 -0.80626
H 5.95179 0.75066 4.04180
C 5.83546 -0.05036 3.31078
C -3.19141 -0.99693 0.97033
H 4.51565 2.74329 2.79438
H -1.18891 4.41135 -0.40705
H 2.10729 0.17335 -0.44469
H 3.38338 2.64897 1.43064
H 0.10801 -2.40795 1.22086
F -5.26480 -0.73757 2.10535
N 0.92535 2.12094 1.84791
C 0.49044 -0.61391 -1.62126
C 4.27423 2.21139 1.87346
F -4.73596 -2.72937 1.43454
H -3.07848 -0.72018 -3.70672
C -1.88563 -3.39202 -0.80250
H 3.31276 1.25847 4.72051
H 1.53235 1.26360 -1.69910
H -2.37081 -2.25943 -4.24550
H -0.01938 1.51640 -3.38455
C -2.65761 -1.66695 -3.37184
H 1.29316 -3.18653 0.16083
N -2.34698 1.56734 -1.53149
C -0.49264 2.66640 0.39434
C -0.41093 0.56467 -3.74599
N -1.28641 3.41264 -0.43734
H 0.24668 0.21770 -4.54844
H -1.39720 0.75458 -4.16530
C 0.80146 -2.23822 0.39663
H -3.44760 -2.20322 -2.84589
O -1.99521 -0.93999 1.32614
C -2.14670 2.87453 -1.36225
C -4.24162 -1.58229 1.93577
N -0.49289 1.33450 0.44811
H 5.91163 -1.01148 3.81983
C -1.47483 -1.44383 -2.48045
H 2.81398 -0.45102 4.72907
N 0.37161 3.19241 1.24476
Sb 3.91870 0.14389 2.32565
O -3.57905 -0.62506 -0.15652
H -2.96168 -3.26127 -0.92288
C -1.12905 -2.21663 -1.34012
N 0.43202 1.02768 1.39179
C 1.72714 0.21613 -1.46419
H 1.55793 -1.54023 0.74986
V -1.54140 -0.11681 -0.62172
C -0.47598 -0.44880 -2.64700
N -3.26489 1.49149 -2.53244



13
Properties=species:S:1:pos:R:3 method="wB97M-V/def2-TZVPD" total_energy_ev=-6783.200 total_charge=0 de_lowest_ev=5.313
H 0.67696 0.31867 -1.95044
C 0.45628 -0.02284 -0.94462
C -0.88496 -0.38626 -0.33662
H -0.09412 2.31614 1.49939
H 0.53936 -1.98592 0.20095
C 0.10457 -1.45739 -0.64200
H -0.10695 -2.08250 -1.50810
H -0.43460 -0.04805 1.87427
C 0.75333 0.79358 0.29445
H 1.68878 0.68246 0.84810
N -0.50928 0.31681 0.91458
H -1.86953 -0.25863 -0.79350
C -0.31983 1.81393 0.54354



12
Properties=species:S:1:pos:R:3 method="wB97M-V/def2-TZVPD" total_energy_ev=-12379.748 smiles="C[C@@H](F)/C(F)=C/F" total_charge=0 de_lowest_ev=0.882
C 0.52957 -0.14705 -0.61449
H 0.92692 0.81308 1.11429
C -1.73385 -0.62295 0.32775
H -1.55573 -1.61320 0.78092
C 1.54489 0.46898 0.35259
H 2.30727 -0.32537 0.66848
C -0.95999 0.26066 -0.26200
H 0.62284 0.21373 -1.57466
F -2.98599 -0.24543 0.52272
F 0.57755 -1.57131 -0.52363
H 2.07614 1.30312 -0.18823
F -1.34962 1.46574 -0.60375



20
Properties=species:S:1:pos:R:3 method="wB97M-V/def2-TZVPD" total_energy_ev=-28462.898 total_charge=0 de_lowest_ev=3.960
C 0.45629 -1.88403 0.38387
H 2.35343 -1.53940 2.53682
H -0.20501 -1.88912 -0.48938
S -3.00080 2.74117 -1.08552
H 0.77057 1.30202 1.09228
H 2.34129 0.22056 1.88556
N 1.09353 -0.71727 0.75558
H 3.11805 -1.22662 0.99915
C -0.43557 1.16210 -2.03814
H -0.51931 1.84499 -2.90728
P -2.03931 0.94837 -1.35586
C 2.27411 -0.85069 1.63739
N -2.12498 0.40832 0.26309
H -0.02706 -2.34857 1.26045
H -1.68267 3.09732 -0.84011
H 1.32958 -2.53272 0.09695
C -0.99542 0.39518 0.78558
H 0.18346 0.35030 -2.13508
H -3.20668 0.19453 -1.68841
C 0.31651 0.32358 0.84304



12
Properties=species:S:1:pos:R:3 method="wB97M-V/def2-TZVPD" total_energy_ev=-16780.362 smiles=CC1(Cl)CC1 total_charge=0 de_lowest_ev=3.009
H 0.04732 1.70674 1.30782
H -1.93533 -1.04738 0.13231
H -0.44273 0.06272 1.74316
H -1.19041 -1.02716 -1.70745
Cl -0.69327 1.70540 -1.48919
H -0.06482 -1.83929 -0.31673
C 0.13931 0.61639 0.93756
H 2.16297 0.91296 -0.06405
C -0.04737 0.43502 -0.39363
H 1.57341 -0.87783 0.40085
C 1.30409 0.14630 0.03355
C -0.85317 -0.79388 -0.58419



17
Properties=species:S:1:pos:R:3 method="wB97M-V/def2-TZVPD" total_energy_ev=-9335.316 smiles="NC(N)=O.C=CC" total_charge=0 de_lowest_ev=3.672
H -2.08986 -0.46088 -2.07222
H 0.46984 1.94145 1.21128
H -1.39973 -1.50143 0.84130
N 1.31072 1.50741 0.85706
H 1.38940 -0.72392 1.92188
C -1.06100 -0.47250 -1.69947
H -1.29712 0.06003 1.74629
H 1.21390 -1.67470 0.57638
N 0.89170 -0.82475 1.03415
C -1.06580 -0.46941 0.82920
O 1.81279 0.12876 -0.93532
H -0.75493 -1.51946 -1.62716
C 1.14291 0.34523 0.06313
H 1.97635 2.16139 0.46066
C -0.93350 0.23786 -0.37877
H -0.40425 -0.02397 -2.44927
H -1.20143 1.28890 -0.37914



19
Properties=species:S:1:pos:R:3 method="wB97M-V/def2-TZVPD" total_energy_ev=-9470.340 total_charge=0 de_lowest_ev=4.796
H -3.34234 -1.41407 -1.14487
C -2.54157 -0.75171 -1.49140
O 1.29582 -0.95700 -0.73141
H 2.29465 0.30149 2.81083
C 0.85691 0.46900 1.16627
C 0.82522 0.33560 -0.36471
H -1.90768 -1.25689 -2.21713
C -0.38575 0.74702 -1.13924
O -1.68346 -0.41116 -0.39323
H -0.77947 1.65284 -0.63126
H 0.50521 -1.47032 -0.93733
H 2.98304 0.88214 1.28497
C 2.25170 0.19032 1.72204
H 0.53363 1.48272 1.44354
H -2.20472 0.03614 0.28795
H 2.55954 -0.82454 1.45576
H -2.94500 0.15182 -1.95414
H 0.13240 -0.23612 1.59853
H 1.55187 1.07271 -0.76516



94
Properties=species:S:1:pos:R:3 method="wB97M-V/def2-TZVPD" total_energy_ev=-97005.271 total_charge=0 de_lowest_ev=0.438
H 0.46469 4.99630 3.60796
C -1.63552 -0.54330 1.57222
C 3.69922 3.12347 -1.51736
C -1.15875 -1.81808 3.61104
H 3.25360 -4.85500 -0.11003
H 1.60940 2.64039 -1.68530
C -4.38845 -0.38638 6.05199
C -1.61855 -3.18033 -2.12776
C -3.32497 0.44720 5.75260
C 3.68171 -3.12377 1.07377
C 2.27814 -2.40311 -5.23473
C 1.17296 -1.98627 -5.96248
H -4.56683 -1.55844 -1.58197
C 2.34316 3.38898 -1.43485
C -3.86370 -4.01457 -2.14651
N -1.56228 -1.75159 2.21615
C -2.26249 -0.02211 4.99944
C 0.66468 6.00871 1.70107
H -0.10434 -4.56913 -2.71986
H -3.95176 -3.30222 0.41511
H 3.29806 -2.35058 -3.36305
H -3.00007 -0.81637 -1.96842
H -0.92158 -2.37171 -1.96519
H -1.43075 0.62493 4.76900
S 0.17966 4.97458 -0.87284
C 0.46757 1.14612 -0.75642
H 1.06701 -2.27063 -6.99977
C -2.39995 -0.39174 0.41272
C 0.34887 -0.82105 -4.03000
H -1.48647 -3.28986 0.80903
C 2.82712 -1.04975 0.22713
N 0.04229 6.05602 0.39065
C 4.63300 4.08059 -1.14101
C -3.33201 -2.15585 4.82851
C 1.91768 4.61526 -0.97062
H -5.21739 -0.02290 6.64091
H -0.88203 6.46235 0.38685
S -2.48373 1.07779 -0.49246
C -0.12978 5.17775 2.71256
H -1.08469 5.63451 2.97415
H 6.59138 4.04108 -0.27226
C 3.14726 -3.78315 -0.02233
H 3.90988 -1.23120 2.05302
C -2.97809 -2.96610 -1.92211
N -3.19210 -1.42486 -0.02294
C -1.16032 -4.41649 -2.54831
H -0.39155 -0.18756 -3.56060
H -4.92451 -3.85504 -2.00618
H 2.68185 0.01607 0.32959
O -0.22838 5.74697 -2.00135
Al -0.70575 2.24006 0.38108
C -2.05101 -5.45701 -2.75598
H 4.21751 -3.67793 1.83020
O -0.62227 3.75011 -0.73292
H 1.64293 5.54156 1.57331
H -0.62282 -0.82602 -5.92899
C -3.47502 -2.46710 0.92596
H -5.20782 -2.35257 5.82979
C -3.40626 -5.25407 -2.55904
H -4.10853 -6.05925 -2.72498
H 4.89690 6.08523 -0.42731
C 6.09975 3.79600 -1.21201
C -3.48303 -1.63269 -1.42789
C 2.41193 -2.05659 -3.90715
H -1.69310 -6.42380 -3.07600
H 2.47283 6.57448 -0.33086
C -2.16191 -2.89864 1.58401
C 2.30357 -1.69987 -0.90063
H -3.32650 1.46863 6.10376
S -0.62795 0.70673 2.16069
H -0.90674 -2.85588 3.84041
C -0.36669 3.89896 1.95102
C 2.46983 -3.08523 -1.00135
C 2.82737 5.60410 -0.63699
H 2.02272 -3.61713 -1.82901
C 0.87682 0.14586 -1.34956
O 0.62360 3.29637 1.48528
H -4.14955 -2.08346 1.70302
H -3.33893 -3.17616 4.47038
C 0.22206 -1.17790 -5.35500
C 4.18031 5.32766 -0.71129
C 1.53378 -0.94445 -1.87021
C 3.51070 -1.75259 1.19519
C 1.43152 -1.28563 -3.26404
H 6.55250 4.40458 -1.99381
H 6.28254 2.74975 -1.43840
H 3.04305 -3.00113 -5.71077
H -0.26849 -1.19948 3.74062
O -1.53503 3.55553 1.67198
C -2.26388 -1.32489 4.51562
H 0.79620 7.04019 2.04148
H -2.33142 -3.68195 2.32314
H 4.02268 2.15774 -1.87552
C -4.38655 -1.69202 5.59401



46
Properties=species:S:1:pos:R:3 method="wB97M-V/def2-TZVPD" total_energy_ev=-114501.332 s2=15.78 spin_multiplicity=8 total_charge=+1 de_lowest_ev=4.078
C 3.23027 2.10312 -0.26793
O -3.70067 3.49733 -4.85860
H 3.42725 2.21123 3.14125
C 3.74394 2.39789 1.00595
H 3.76476 2.46231 -1.15789
C -1.18507 -3.97880 -1.89178
H 1.65809 1.11419 -1.39215
C 1.36854 0.91300 0.74157
C -2.91891 2.68335 -4.60927
H -2.54863 -0.07824 2.47335
O -1.46102 3.19001 -1.04486
H -1.55518 -4.85806 -2.43088
C 2.04777 1.36231 -0.39969
C -0.40528 -1.67947 -0.44441
As -0.46702 0.08846 0.52351
H -0.96306 -5.03787 -0.00971
C -1.92529 -1.29524 4.16301
O -3.64892 1.50278 -1.57386
H 1.19344 -2.61952 4.56622
H 1.52205 -1.49022 2.37568
C 1.22046 0.71765 -3.97439
C -1.74433 -0.64736 2.93927
H -0.26674 -0.70663 -2.37053
H -2.89490 -1.23454 4.65987
Eu -1.37736 0.74809 -4.27732
H 1.28683 0.98306 2.90245
C -0.70937 3.77128 -1.84729
C -0.55024 -1.63336 -1.84102
C 0.55648 -1.43253 2.88298
C -0.99451 -2.75193 -2.55063
C -0.49210 -0.70473 2.30503
C 1.84714 1.27234 2.00726
H 4.67398 2.95934 1.11323
C 3.04761 1.97565 2.14515
H -1.21049 -2.68671 -3.62256
C -0.88161 -2.01546 4.75841
H -1.03041 -2.52655 5.71726
C -0.87729 -4.07138 -0.52869
H -0.23127 4.74435 -1.65860
C -0.48138 -2.92901 0.19036
C -2.68613 1.45400 -2.20765
C 0.35848 -2.08063 4.11132
O 2.36225 0.62902 -3.90957
H -0.23089 -3.03962 1.24987
C -0.36051 3.13516 -3.17799
O 0.48921 3.58194 -3.92571